one | A 2-piece molecular cluster, C14H16 overall. Source: the OMol25 dataset; level of theory: ωB97M-V/def2-TZVPD.

```
30
Properties=species:S:1:pos:R:3:nbo_charge:R:1
C -1.210 1.718 2.692 -0.636
C -0.510 0.380 2.757 0.004
C -0.676 -0.617 1.797 -0.243
C -0.048 -1.850 1.967 -0.190
C 0.736 -2.109 3.091 -0.228
C 0.801 -1.155 4.091 -0.206
C 0.089 0.028 3.966 -0.218
H -1.849 1.846 1.818 0.218
H -0.442 2.491 2.657 0.221
H -1.860 1.840 3.555 0.219
H -1.480 -0.653 1.068 0.216
H -0.175 -2.591 1.186 0.205
H 1.280 -3.041 3.068 0.214
H 1.239 -1.470 5.035 0.214
H 0.055 0.791 4.738 0.210
C -0.625 -1.556 -3.693 -0.637
C -0.072 -0.282 -3.126 -0.003
C 0.224 0.772 -3.996 -0.226
C 0.886 1.898 -3.519 -0.197
C 1.280 1.978 -2.188 -0.226
C 0.790 1.034 -1.298 -0.197
C 0.243 -0.146 -1.775 -0.224
H -1.589 -1.394 -4.189 0.219
H -0.843 -2.289 -2.910 0.211
H 0.040 -2.097 -4.364 0.221
H 0.109 0.600 -5.057 0.209
H 1.068 2.728 -4.188 0.210
H 1.761 2.895 -1.870 0.212
H 0.874 1.161 -0.228 0.217
H -0.092 -0.910 -1.084 0.208
```

Structure (SMILES) ... Cc1ccccc1.Cc1ccccc1
E_HOMO ... -9.0 eV
LUMO energy ... 0.939 eV

two | A 2-piece molecular cluster, C14H16 overall. Source: the OMol25 dataset; level of theory: ωB97M-V/def2-TZVPD.

```
30
Properties=species:S:1:pos:R:3:nbo_charge:R:1
C -1.398 0.714 3.251 -0.636
C -1.692 0.582 1.776 -0.003
C -0.893 -0.210 0.945 -0.234
C -1.214 -0.228 -0.404 -0.207
C -2.317 0.448 -0.913 -0.177
C -3.114 1.226 -0.094 -0.222
C -2.723 1.338 1.231 -0.226
H -0.943 -0.189 3.643 0.217
H -2.312 0.905 3.820 0.216
H -0.818 1.615 3.469 0.218
H -0.017 -0.679 1.360 0.211
H -0.600 -0.674 -1.176 0.219
H -2.496 0.251 -1.962 0.203
H -3.955 1.798 -0.464 0.214
H -3.145 2.106 1.866 0.203
C 2.382 -1.469 0.850 -0.642
C 2.049 -0.848 -0.473 -0.020
C 1.850 -1.684 -1.566 -0.219
C 1.565 -1.120 -2.804 -0.207
C 1.376 0.247 -2.937 -0.234
C 1.572 1.053 -1.832 -0.198
C 1.732 0.507 -0.566 -0.209
H 2.506 -0.740 1.657 0.215
H 3.320 -2.035 0.862 0.226
H 1.620 -2.194 1.142 0.218
H 1.925 -2.763 -1.492 0.213
H 1.434 -1.784 -3.650 0.211
H 1.114 0.644 -3.910 0.217
H 1.558 2.128 -1.989 0.214
H 1.636 1.055 0.359 0.220
```

Structure (SMILES) ... Cc1ccccc1.Cc1ccccc1
E_HOMO ... -8.8 eV
LUMO energy ... 0.952 eV

Least stable of them? one.

one | A 2-piece molecular cluster, C14H16 overall. Source: the OMol25 dataset; level of theory: ωB97M-V/def2-TZVPD.

```
30
Properties=species:S:1:pos:R:3:nbo_charge:R:1
C 0.571 -0.543 -2.095 -0.629
C 1.418 0.664 -1.807 -0.008
C 2.828 0.500 -1.884 -0.236
C 3.662 1.575 -1.467 -0.196
C 3.066 2.768 -1.058 -0.248
C 1.663 2.851 -1.004 -0.191
C 0.785 1.894 -1.517 -0.223
H 1.357 -1.381 -2.489 0.201
H -0.324 -0.397 -2.884 0.221
H 0.206 -0.831 -1.132 0.234
H 3.330 -0.449 -2.191 0.215
H 4.671 1.367 -1.293 0.210
H 3.616 3.747 -0.999 0.222
H 1.053 3.617 -0.590 0.207
H -0.272 2.098 -1.624 0.220
C -2.882 0.409 2.866 -0.649
C -2.145 -0.609 1.979 -0.008
C -2.871 -1.587 1.206 -0.220
C -2.218 -2.639 0.562 -0.213
C -0.812 -2.665 0.402 -0.227
C -0.072 -1.657 1.184 -0.212
C -0.748 -0.735 2.041 -0.228
H -3.622 -0.214 3.387 0.221
H -3.596 1.191 2.398 0.222
H -2.443 0.891 3.686 0.227
H -4.001 -1.413 1.140 0.217
H -2.772 -3.405 0.003 0.213
H -0.339 -3.256 -0.377 0.222
H 1.040 -1.797 1.057 0.222
H -0.148 0.006 2.499 0.215
```

Structure (SMILES) ... Cc1ccccc1.Cc1ccccc1
E_HOMO ... -8.6 eV
LUMO energy ... 0.892 eV

two | A 2-piece molecular cluster, C14H16 overall. Source: the OMol25 dataset; level of theory: ωB97M-V/def2-TZVPD.

```
30
Properties=species:S:1:pos:R:3:nbo_charge:R:1
C 3.054 -3.138 0.759 -0.632
C 2.567 -2.514 -0.521 -0.023
C 3.085 -2.997 -1.729 -0.208
C 2.878 -2.320 -2.908 -0.205
C 1.962 -1.262 -2.929 -0.220
C 1.418 -0.794 -1.756 -0.209
C 1.808 -1.364 -0.542 -0.206
H 2.835 -2.457 1.590 0.213
H 4.146 -3.185 0.856 0.218
H 2.642 -4.125 0.926 0.221
H 3.725 -3.864 -1.646 0.206
H 3.340 -2.653 -3.822 0.211
H 1.714 -0.809 -3.874 0.210
H 0.707 0.026 -1.819 0.216
H 1.484 -0.953 0.405 0.207
C -2.184 1.819 3.295 -0.632
C -2.429 2.118 1.846 -0.025
C -3.626 1.794 1.220 -0.208
C -3.760 1.912 -0.153 -0.207
C -2.739 2.485 -0.892 -0.218
C -1.545 2.856 -0.290 -0.216
C -1.375 2.552 1.046 -0.202
H -1.453 2.503 3.717 0.217
H -1.945 0.782 3.510 0.223
H -3.072 2.080 3.884 0.215
H -4.447 1.530 1.887 0.208
H -4.604 1.458 -0.649 0.212
H -2.940 2.564 -1.948 0.210
H -0.847 3.318 -0.967 0.217
H -0.401 2.638 1.504 0.205
```

Structure (SMILES) ... Cc1ccccc1.Cc1ccccc1
E_HOMO ... -9.0 eV
LUMO energy ... 0.851 eV

Least stable of them? one.

one | A 2-piece molecular cluster, C14H16 overall. Source: the OMol25 dataset; level of theory: ωB97M-V/def2-TZVPD.

```
30
Properties=species:S:1:pos:R:3:nbo_charge:R:1
C -2.839 1.747 -0.861 -0.635
C -2.405 0.323 -1.018 -0.003
C -1.490 -0.089 -1.972 -0.227
C -1.135 -1.435 -2.061 -0.204
C -1.533 -2.350 -1.111 -0.228
C -2.360 -1.911 -0.071 -0.193
C -2.861 -0.626 -0.097 -0.219
H -2.850 2.364 -1.761 0.221
H -2.057 2.241 -0.259 0.219
H -3.725 1.849 -0.247 0.220
H -1.035 0.604 -2.664 0.209
H -0.602 -1.800 -2.923 0.210
H -1.308 -3.409 -1.164 0.215
H -2.675 -2.583 0.716 0.212
H -3.631 -0.332 0.606 0.206
C 2.669 -0.324 -1.044 -0.640
C 2.328 0.117 0.363 0.009
C 1.324 1.097 0.530 -0.220
C 1.083 1.535 1.812 -0.202
C 1.691 0.963 2.932 -0.226
C 2.667 -0.001 2.751 -0.199
C 3.004 -0.398 1.454 -0.231
H 3.741 -0.263 -1.242 0.220
H 2.280 0.418 -1.751 0.209
H 2.213 -1.269 -1.341 0.225
H 0.812 1.424 -0.359 0.213
H 0.301 2.272 2.007 0.206
H 1.485 1.342 3.927 0.212
H 3.288 -0.248 3.608 0.212
H 3.621 -1.259 1.241 0.210
```

Structure (SMILES) ... Cc1ccccc1.Cc1ccccc1
E_HOMO ... -9.0 eV
LUMO energy ... 0.941 eV

two | A 2-piece molecular cluster, C14H16 overall. Source: the OMol25 dataset; level of theory: ωB97M-V/def2-TZVPD.

```
30
Properties=species:S:1:pos:R:3:nbo_charge:R:1
C 1.882 2.142 1.381 -0.636
C 2.007 1.158 0.253 -0.013
C 1.823 -0.198 0.540 -0.217
C 1.864 -1.161 -0.456 -0.188
C 2.169 -0.785 -1.754 -0.225
C 2.249 0.556 -2.070 -0.203
C 2.145 1.526 -1.074 -0.223
H 2.819 2.672 1.564 0.219
H 1.774 1.613 2.331 0.214
H 1.092 2.883 1.280 0.220
H 1.726 -0.512 1.572 0.206
H 1.549 -2.156 -0.211 0.215
H 2.312 -1.522 -2.533 0.213
H 2.363 0.908 -3.086 0.212
H 2.315 2.568 -1.320 0.209
C -1.762 0.708 1.975 -0.627
C -2.053 -0.178 0.773 0.007
C -2.514 -1.471 0.981 -0.231
C -2.624 -2.329 -0.105 -0.199
C -2.220 -1.914 -1.367 -0.234
C -1.755 -0.629 -1.572 -0.188
C -1.671 0.249 -0.494 -0.223
H -2.674 0.772 2.561 0.218
H -1.389 1.669 1.629 0.210
H -0.981 0.277 2.545 0.214
H -2.588 -1.843 1.994 0.209
H -2.932 -3.355 -0.015 0.209
H -2.231 -2.636 -2.175 0.210
H -1.435 -0.250 -2.536 0.213
H -1.259 1.239 -0.610 0.211
```

Structure (SMILES) ... Cc1ccccc1.Cc1ccccc1
E_HOMO ... -8.9 eV
LUMO energy ... 0.960 eV

Least stable of them? one.